This record from the OMol25 dataset describes a structure of composition C25H44N7O2RuSSe. The level of theory is wB97M-V/def2-TZVPD.

```
81
Properties=species:S:1:pos:R:3:forces:R:3
Ru 0.40491 -0.64006 -0.80219 -0.667 -0.191 0.232
C 0.52821 -0.75936 3.71071 0.136 0.163 -0.295
C 1.08971 -0.20096 2.38791 0.284 -0.009 0.141
C 2.57781 -0.57206 2.29811 -0.182 0.054 -0.088
C 0.27511 -0.74246 1.25651 -0.315 -0.186 -0.487
C 0.91341 1.31094 2.24991 -0.077 0.118 0.147
C 0.21131 2.08084 3.17391 0.094 -0.134 -0.059
C 0.04511 3.44384 2.98511 -0.038 0.152 0.013
C 0.57141 4.07214 1.86971 0.059 0.004 0.072
C 1.27141 3.31774 0.94071 -0.013 0.093 -0.001
C 1.42941 1.95674 1.12261 0.186 -0.078 0.054
H 0.63471 -1.84316 3.70581 0.042 -0.075 0.016
H -0.52729 -0.52526 3.84151 -0.071 0.058 0.003
H 1.08641 -0.36926 4.56001 0.007 0.032 0.119
H 2.72981 -1.59126 2.64551 0.030 -0.135 -0.009
H 3.17831 0.09824 2.91111 0.084 0.017 0.069
H 2.91031 -0.51656 1.26331 0.100 0.070 0.003
H -0.79259 -0.63976 1.51161 0.167 0.135 -0.221
H -0.19109 1.62774 4.06501 -0.069 -0.059 0.103
H -0.49409 4.01674 3.72451 -0.051 0.076 0.073
H 0.44851 5.13484 1.72381 -0.026 0.099 0.028
H 1.69501 3.79744 0.07061 0.054 0.021 -0.132
H 1.97601 1.38784 0.37941 -0.012 0.070 0.108
C 0.68601 -2.26906 -4.65559 0.023 0.247 0.240
C 0.70001 -1.75906 -3.22859 0.340 -0.951 -0.957
O 1.04101 -2.51196 -2.29239 -0.271 -0.098 0.315
O 0.38261 -0.55576 -3.03309 -0.383 0.674 0.724
H -0.14289 -2.96386 -4.78319 -0.013 -0.055 0.014
H 1.61171 -2.79836 -4.86949 0.004 -0.059 -0.003
H 0.56741 -1.42806 -5.33539 0.002 -0.079 -0.054
C -4.82259 -1.57246 0.68991 -0.131 0.080 0.412
N -3.72189 -2.33596 0.13611 -0.014 0.014 -0.079
C -2.51749 -2.59266 0.66781 0.323 -0.200 -0.132
S -1.24019 -2.93486 -0.41109 0.542 -0.105 -0.382
N -2.27189 -2.65936 1.97691 0.053 0.109 -0.054
C -3.20639 -2.68176 3.08281 -0.381 0.123 0.086
H -5.53299 -1.37366 -0.10969 0.044 -0.027 0.024
H -4.47319 -0.61516 1.08601 -0.054 -0.022 -0.007
H -5.34259 -2.11786 1.47721 -0.034 0.079 -0.052
H -3.70909 -2.42436 -0.86949 0.094 0.032 0.131
H -1.30489 -2.87266 2.18461 -0.133 0.086 -0.144
H -3.99779 -3.41226 2.90551 0.035 0.023 0.043
H -3.65399 -1.69896 3.25061 0.011 -0.115 0.057
H -2.66939 -2.97256 3.98411 -0.009 0.023 -0.097
C 5.21121 1.51234 0.09591 -0.174 0.743 0.224
N 5.37011 0.12094 -0.22599 -0.416 -0.770 -0.386
C 6.47691 -0.62446 0.06801 0.239 -0.481 -0.012
C 6.24531 -1.88436 -0.37549 0.488 0.311 0.315
N 5.00531 -1.89946 -0.94029 -0.054 0.930 0.278
C 4.38421 -3.05426 -1.52249 -0.544 -0.698 -0.332
C 4.46071 -0.66976 -0.83979 -0.494 0.016 0.128
Se 2.81931 -0.15976 -1.62269 0.478 0.575 -0.280
H 6.13551 2.04854 -0.12069 -0.058 -0.089 -0.020
H 4.96821 1.63304 1.15421 -0.006 -0.032 -0.090
H 4.40301 1.93134 -0.50319 0.077 -0.092 0.037
H 7.33181 -0.20656 0.55761 0.154 0.077 0.080
H 6.86111 -2.75776 -0.33279 0.136 -0.167 -0.010
H 5.14701 -3.67626 -1.98519 0.026 0.035 0.021
H 3.65421 -2.74846 -2.27089 0.046 0.037 0.081
H 3.85751 -3.63176 -0.76159 0.025 0.044 -0.014
C -4.13929 2.82194 -0.54869 -0.109 -0.063 0.027
N -2.79349 2.69214 -1.07429 0.269 -0.084 -0.125
C -1.88059 3.67054 -0.52259 0.112 -0.007 0.002
C -2.29469 1.42584 -1.35919 -0.430 0.158 -0.045
N -1.23499 0.95514 -0.76699 1.178 -0.368 0.416
N -2.99429 0.72274 -2.27469 0.078 0.160 -0.034
C -3.84889 1.35714 -3.25719 -0.187 0.208 -0.173
C -2.57719 -0.59856 -2.67249 0.229 -0.251 0.195
H -4.14099 2.73234 0.54331 -0.016 0.001 0.055
H -4.79449 2.06034 -0.95649 -0.059 -0.048 -0.042
H -4.53299 3.80364 -0.81119 -0.064 -0.012 -0.008
H -2.32329 4.65674 -0.66429 0.048 0.006 0.033
H -0.93619 3.63354 -1.06449 0.006 0.045 0.072
H -1.68639 3.53074 0.54881 -0.031 -0.004 -0.042
H -0.90049 1.58344 -0.03609 -0.267 -0.114 -0.102
H -3.91109 2.42734 -3.08979 -0.038 -0.046 -0.023
H -4.84909 0.91694 -3.22989 0.002 0.069 0.011
H -3.43859 1.18794 -4.25629 0.015 -0.002 0.028
H -1.96089 -1.03806 -1.88589 -0.359 -0.092 -0.336
H -1.98569 -0.55626 -3.59089 -0.046 -0.012 0.071
H -3.46129 -1.21306 -2.85429 -0.024 -0.058 0.028
```
Positions in Å, forces in eV/Å.

Output
- Multiplicity: 5
- <S²>: 6.029
- Net charge: +1
- Kohn-Sham gap (alpha / beta): 6.53 / 7.05 eV